A) 72
Properties=species:S:1:pos:R:3 method="wB97M-V/def2-TZVPD" homo_lumo_gap_ev=5.5 lumo_ha=0.072 total_charge=-1
Ba -1.286 -0.302 -2.454
C 1.027 -3.465 -2.002
O 0.653 -2.246 -1.388
C 0.267 -2.483 -0.039
C -1.085 -3.147 0.125
O -2.041 -2.482 -0.627
C -3.153 -3.099 -1.248
C -2.790 -3.919 -2.449
O -1.941 -3.122 -3.279
C -1.843 -3.670 -4.546
H 1.709 -4.023 -1.331
H 1.550 -3.187 -2.910
H 0.156 -3.985 -2.329
H 0.264 -1.473 0.431
H 1.046 -3.087 0.447
H -1.315 -3.106 1.217
H -0.990 -4.210 -0.179
H -3.785 -2.232 -1.550
H -3.775 -3.693 -0.534
H -3.633 -4.137 -3.083
H -2.261 -4.832 -2.190
H -2.803 -4.076 -4.899
H -1.249 -4.585 -4.539
H -1.480 -2.831 -5.198
C 3.194 0.642 7.647
O 1.957 0.667 6.973
C 1.637 1.736 6.214
C 0.329 1.703 5.713
C -0.117 2.748 4.905
C 0.660 3.875 4.653
C 1.875 3.905 5.334
C 2.405 2.826 6.033
N 0.080 5.006 4.024
N -0.381 4.869 2.877
C -0.038 3.800 2.006
C 1.138 3.055 2.044
C 1.295 1.996 1.174
C 0.371 1.638 0.159
O 0.611 0.681 -0.708
C -0.844 2.464 0.094
N -1.735 2.239 -0.882
C -2.805 2.920 -0.946
C -3.084 4.083 -0.148
C -2.180 4.258 0.872
C -1.028 3.488 1.048
H 3.058 -0.195 8.250
H 3.338 1.567 8.203
H 3.990 0.443 6.928
H -0.254 0.875 5.993
H -1.106 2.700 4.510
H 2.465 4.791 5.182
H 3.341 2.939 6.565
H 1.927 3.259 2.742
H 2.168 1.369 1.338
H -3.464 2.577 -1.729
H -3.969 4.704 -0.260
H -2.317 5.127 1.537
S -4.825 -2.219 -4.634
C -3.842 -0.900 -4.193
S -4.147 0.025 -2.743
S -2.554 -0.431 -5.214
Cl 3.215 -1.567 -7.039
C 2.869 -1.165 -5.400
C 3.945 -0.856 -4.597
C 3.707 -0.456 -3.320
C 2.392 -0.194 -2.898
N 1.374 -0.411 -3.736
C 1.623 -0.887 -4.956
H 4.973 -1.027 -4.895
H 4.544 -0.227 -2.635
H 2.176 0.135 -1.914
H 0.792 -1.181 -5.619



B) 72
Properties=species:S:1:pos:R:3 method="wB97M-V/def2-TZVPD" homo_lumo_gap_ev=5.7 lumo_ha=0.071 total_charge=-1
Ba 8.266 11.669 9.013
C 10.516 14.379 10.581
O 9.192 14.049 10.428
C 8.349 14.982 11.182
C 6.902 14.740 10.800
O 6.528 13.437 11.030
C 6.623 13.012 12.358
C 6.127 11.609 12.617
O 6.894 10.779 11.795
C 6.374 9.533 11.266
H 10.942 15.107 9.833
H 11.046 13.437 10.402
H 10.840 14.761 11.571
H 8.625 16.018 10.984
H 8.534 14.807 12.261
H 6.723 14.960 9.728
H 6.287 15.475 11.414
H 6.061 13.738 13.030
H 7.684 13.033 12.655
H 5.055 11.569 12.289
H 6.225 11.408 13.694
H 5.417 9.753 10.715
H 6.120 8.841 12.061
H 7.202 9.233 10.547
C 11.023 19.369 9.928
O 9.783 19.140 9.407
C 9.635 18.710 8.112
C 8.352 18.478 7.647
C 8.181 18.067 6.343
C 9.284 17.848 5.447
C 10.557 18.069 5.966
C 10.753 18.399 7.331
N 9.102 17.775 4.022
N 8.562 16.790 3.524
C 8.276 15.737 4.476
C 6.940 15.453 4.637
C 6.491 14.589 5.637
C 7.413 13.993 6.566
O 7.010 13.306 7.551
C 8.823 14.121 6.189
N 9.642 13.369 6.875
C 10.923 13.335 6.539
C 11.451 14.096 5.499
C 10.599 14.960 4.830
C 9.266 15.013 5.157
H 10.884 19.944 10.845
H 11.611 19.902 9.230
H 11.518 18.394 10.117
H 7.443 18.533 8.232
H 7.159 17.991 6.017
H 11.379 18.060 5.231
H 11.764 18.371 7.757
H 6.140 15.922 3.973
H 5.424 14.420 5.774
H 11.548 12.660 7.137
H 12.500 13.862 5.177
H 11.012 15.505 3.957
S 11.825 7.802 8.723
C 10.643 8.978 8.794
S 8.952 8.578 9.000
S 11.168 10.710 8.794
Cl 14.254 9.833 11.950
C 12.637 10.324 12.327
C 11.554 9.633 11.901
C 10.315 10.111 12.312
C 10.263 11.210 13.136
N 11.314 11.953 13.411
C 12.493 11.504 13.033
H 11.609 8.797 11.170
H 9.375 9.734 11.964
H 9.302 11.700 13.395
H 13.389 12.123 13.252



Short version: A) is the most stable of them.



A) 19
Properties=species:S:1:pos:R:3 method="wB97M-V/def2-TZVPD" homo_lumo_gap_ev=9.6 lumo_ha=0.026 smiles="CN[C@H](C)C(=O)O.O"
C 2.450 0.805 0.655
N 1.478 -0.370 0.659
C 0.557 -0.153 -0.406
C 0.800 0.924 -1.424
C -0.719 0.196 0.263
O -1.473 -0.440 0.908
O -1.137 1.479 0.176
H 3.066 0.668 -0.252
H 3.138 0.351 1.440
H 2.048 1.795 0.820
H 1.068 -0.532 1.503
H 0.626 -0.940 -1.049
H 1.130 0.733 -2.414
H -0.208 1.223 -1.751
H 1.346 1.861 -1.114
H -1.820 1.513 0.998
O -1.792 -2.200 -0.572
H -2.115 -2.799 0.054
H -1.946 -2.630 -1.468



B) 19
Properties=species:S:1:pos:R:3 method="wB97M-V/def2-TZVPD" homo_lumo_gap_ev=11.0 lumo_ha=0.023 smiles="CCCNC(=O)O.O"
C -0.272 2.226 -2.199
C 0.483 2.112 -0.870
C 1.404 0.912 -0.699
N 0.491 -0.231 -0.385
C 0.290 -0.654 0.927
O -0.129 -1.742 1.185
O 0.695 0.305 1.867
H -0.903 1.353 -2.389
H -0.937 3.093 -2.199
H 0.312 2.266 -3.123
H 0.984 3.071 -0.629
H -0.423 1.997 -0.215
H 2.086 1.009 0.142
H 1.990 0.640 -1.594
H 0.444 -1.084 -0.926
H 0.191 1.088 1.608
O -2.438 -2.764 0.431
H -1.634 -2.420 0.892
H -2.259 -3.710 0.336



Short version: B) is the most stable of them.